# 1
13
Properties=species:S:1:pos:R:3:forces:R:3 method="wB97M-V/def2-TZVPD" homo_lumo_gap_ev="7.77 / 7.77" largest_force_ha_per_bohr=0.0092 energy_ev=-7793.8158 e_above_lowest_kj_mol=562.4 homo_ev="-7.1 / -7.1"
O 0.498390 -0.846764 2.196744 0.307 -0.161 -0.078
C 0.900911 -0.263219 1.033190 -0.461 0.113 0.020
C -0.235824 -1.105408 -0.560265 -0.140 -0.094 -0.118
N -0.347557 0.267310 -0.697490 0.182 0.206 -0.236
C -0.234065 0.734254 0.677723 0.018 0.093 -0.006
C 0.003126 1.009442 -1.703619 -0.047 -0.108 0.110
H 1.212763 -1.438893 2.465191 -0.129 0.080 0.000
H -0.005476 -1.653137 -1.472261 0.062 0.068 0.164
H -0.987972 -1.541939 0.089919 0.117 0.091 -0.005
H -0.001374 1.800412 0.743948 -0.009 -0.183 0.000
H -1.178054 0.515786 1.193702 0.150 0.011 -0.006
H 0.123195 0.556754 -2.681237 -0.021 0.043 0.172
H 0.172955 2.065214 -1.540431 -0.030 -0.159 -0.017

***

# 2
128
Properties=species:S:1:pos:R:3:forces:R:3 method="wB97M-V/def2-TZVPD" homo_lumo_gap_ev=7.32 largest_force_ha_per_bohr=0.0764 smiles="CCCCCCCCCCc1c(CCCCS(=O)(=O)O)c2c(c(P(O)(O)=S)c1C(F)(F)F)C(=O)C(S)=C(PP(=O)(O)O)C2=O.COCCNCCOC.COCCNCCOC" energy_ev=-139608.8189 homo_ev=-8.6
C -6.572584 -4.521220 5.192097 0.946 0.360 -0.267
C -5.267255 -3.658096 5.077822 -0.595 -0.553 0.673
C -4.012969 -4.543595 5.131833 0.174 0.196 -0.406
C -3.728698 -5.324350 3.827502 -0.843 -0.113 0.305
C -3.907532 -4.513984 2.537790 0.710 0.083 -0.214
C -3.051071 -3.234168 2.482421 0.525 -0.389 -0.143
C -1.557395 -3.530496 2.135856 -0.338 0.410 0.359
C -1.078288 -2.791848 0.864775 -0.311 -0.266 0.716
C -0.716015 -1.316566 1.174067 0.435 -0.999 -0.573
C 0.398630 -0.782579 0.209846 -1.080 0.588 0.553
C 1.568785 -0.190143 0.987659 -0.436 -1.041 -1.030
C 2.809757 -0.809694 0.781587 0.480 -0.886 -0.099
C 3.016174 -1.995721 -0.145824 0.269 0.451 -0.733
C 3.423704 -1.497510 -1.582678 -0.153 -1.111 -0.166
C 2.396573 -1.807428 -2.695436 0.499 0.969 -0.413
C 1.372114 -0.646265 -2.886437 0.506 -1.767 0.398
S 1.455232 0.174965 -4.461728 -1.470 3.637 0.203
O 2.681905 0.879263 -4.618274 1.487 -1.730 -0.165
O 0.367627 1.118279 -4.465044 -1.123 -0.857 0.135
O 1.157839 -0.826361 -5.669992 0.454 -0.409 0.722
C 3.914587 -0.333707 1.454128 0.471 -0.321 -0.090
C 3.768986 0.716894 2.350747 1.424 -0.013 0.358
C 2.559312 1.306468 2.606173 -0.097 1.175 0.139
P 2.496290 2.632056 3.900329 -1.733 -0.133 2.168
O 3.740075 2.484523 4.920251 -0.014 0.443 -1.007
O 2.684354 4.068261 3.240585 0.532 -0.369 -0.397
S 0.954499 2.477442 5.054358 0.059 -0.124 -0.283
C 1.436556 0.869244 1.870170 0.032 0.360 0.504
C 0.083431 1.563041 2.043426 -0.177 0.067 -1.146
F -0.677805 1.467807 0.920156 0.134 0.034 0.113
F -0.656989 1.054321 3.015919 0.031 0.231 0.148
F 0.233840 2.896616 2.164352 0.067 -0.051 0.444
C 5.072017 1.146349 2.990496 0.578 0.314 0.089
O 5.465848 2.288048 3.074654 -0.303 -0.643 -0.328
C 5.942359 -0.019288 3.440248 -0.747 0.466 0.663
S 6.759115 0.009357 5.006554 0.293 0.088 -0.043
C 6.071748 -1.029441 2.582480 0.133 -0.833 0.213
P 7.093204 -2.529540 2.847912 0.526 -0.606 -2.391
P 5.594099 -3.833814 3.758042 0.147 1.215 1.437
O 5.386005 -3.436729 5.155134 -0.396 -0.346 0.319
O 6.009975 -5.371997 3.568658 -0.460 0.682 -0.578
O 4.265564 -3.559569 2.873746 0.465 -0.555 -0.304
C 5.300648 -0.952207 1.278784 0.092 0.458 0.138
O 5.750291 -1.310249 0.214047 -0.279 0.040 0.709
H -7.257509 -4.294127 4.372710 -0.135 -0.119 0.247
H -6.284269 -5.575806 5.139788 -0.329 0.050 -0.022
H -7.034246 -4.332834 6.162915 -0.213 -0.131 -0.227
H -5.309846 -3.020679 4.192032 0.181 -0.078 0.100
H -5.258078 -3.004711 5.956694 0.157 0.122 -0.250
H -4.153257 -5.282464 5.931361 0.136 0.201 0.007
H -3.139807 -3.935674 5.403161 -0.115 -0.087 -0.044
H -2.750685 -5.813359 3.904790 -0.020 0.226 -0.166
H -4.461571 -6.144449 3.786316 0.210 0.027 -0.065
H -3.582596 -5.141136 1.694530 -0.242 0.029 0.069
H -4.963405 -4.284221 2.360650 0.105 -0.020 0.187
H -3.435621 -2.565213 1.702883 -0.130 0.047 0.317
H -3.065348 -2.732819 3.454255 -0.316 0.188 -0.253
H -0.950052 -3.175851 2.980308 0.093 -0.269 -0.154
H -1.411754 -4.615143 2.069047 0.044 0.156 -0.176
H -0.206086 -3.331964 0.475139 -0.142 0.172 -0.151
H -1.916757 -2.850933 0.158718 0.438 -0.001 -0.304
H -1.622379 -0.714798 1.133838 0.191 0.097 0.238
H -0.297213 -1.336401 2.185198 -0.277 0.334 -0.033
H 0.662518 -1.613541 -0.436879 0.403 0.250 0.137
H 0.011289 0.006346 -0.439656 -0.078 -0.286 0.032
H 3.847387 -2.620344 0.178936 -0.184 0.199 0.356
H 2.154832 -2.665552 -0.179959 0.043 0.227 -0.039
H 4.340465 -2.027378 -1.860670 -0.084 0.103 0.197
H 3.706520 -0.440857 -1.573675 -0.207 -0.087 -0.032
H 2.962535 -1.895774 -3.632384 -0.075 -0.096 0.152
H 1.915238 -2.778114 -2.549072 -0.087 0.202 0.105
H 0.366470 -1.010558 -2.667748 -0.097 0.355 -0.541
H 1.601524 0.123334 -2.146520 -0.120 0.316 -0.481
H 0.219791 -0.678360 -5.884100 0.050 0.008 -0.068
H 4.369704 3.207216 4.764658 0.234 -0.269 0.005
H 1.836442 4.480871 3.007150 0.075 0.197 0.141
H 5.786564 0.420435 5.852729 -0.131 0.105 -0.627
H 8.096095 -2.264694 3.798028 -0.749 0.076 0.545
H 5.197866 -5.885535 3.705733 0.278 -0.331 -0.006
H 3.509247 -3.467999 3.471429 0.060 0.186 0.044
C -6.401416 -4.041150 -5.177140 0.157 0.046 0.110
O -5.085346 -4.564023 -5.192926 -0.273 0.047 -0.145
C -4.789199 -5.337451 -6.351664 0.397 -0.222 0.159
C -3.772732 -4.631969 -7.227293 -0.234 0.280 0.052
N -4.350960 -3.451741 -7.861179 0.203 -0.084 0.026
C -3.373177 -2.593400 -8.526474 -0.290 0.047 0.048
C -2.315180 -1.916839 -7.658146 0.151 0.168 -0.286
O -2.830322 -0.939027 -6.768480 0.190 -0.236 0.122
C -3.301966 -1.439095 -5.528222 -0.076 0.316 -0.013
H -6.571076 -3.601015 -4.195378 0.058 -0.024 0.005
H -6.529596 -3.257805 -5.931307 -0.138 -0.058 -0.053
H -7.141984 -4.829564 -5.337603 -0.034 0.034 -0.052
H -5.693201 -5.590446 -6.912336 -0.037 0.159 -0.014
H -4.348284 -6.274264 -5.998013 -0.021 -0.015 -0.032
H -3.425947 -5.320422 -8.003007 0.022 0.018 -0.012
H -2.917425 -4.368469 -6.591322 0.078 -0.204 0.022
H -4.827963 -2.903131 -7.157853 -0.044 -0.025 -0.011
H -3.939897 -1.806401 -9.030174 0.095 0.036 -0.031
H -2.872989 -3.172428 -9.309021 0.041 -0.029 0.049
H -1.645900 -1.374261 -8.332257 -0.025 0.015 -0.002
H -1.686006 -2.637755 -7.120962 -0.132 -0.065 0.102
H -2.741805 -2.318096 -5.197282 -0.062 -0.074 -0.066
H -4.367981 -1.672688 -5.581253 0.022 -0.177 0.102
H -3.179329 -0.650939 -4.784178 0.049 0.032 -0.053
C 3.681484 9.336218 -0.822092 0.016 0.051 0.192
O 2.828673 10.123042 -0.010091 0.042 -0.181 -0.257
C 1.541307 10.344923 -0.576939 -0.141 0.369 0.276
C 0.470687 9.618242 0.212514 0.236 -0.271 -0.032
N 0.573423 8.173909 0.033058 -0.112 0.124 0.132
C -0.267857 7.398350 0.941832 0.250 -0.104 -0.175
C 0.030788 7.484517 2.436974 -0.360 -0.231 0.077
O 1.272783 6.911637 2.816455 -0.008 0.065 -0.034
C 2.395227 7.772659 2.703905 0.160 -0.301 0.057
H 4.674003 9.353585 -0.373823 -0.034 0.039 0.039
H 3.343201 8.295824 -0.866988 0.018 -0.011 -0.161
H 3.749834 9.743583 -1.834614 -0.016 -0.063 -0.032
H 1.511914 10.072579 -1.635538 0.048 -0.153 0.037
H 1.350236 11.420056 -0.508191 -0.018 -0.008 -0.034
H -0.514712 9.951419 -0.125211 -0.017 -0.017 0.019
H 0.589132 9.902030 1.266368 -0.075 0.204 -0.021
H 1.535284 7.894643 0.174908 0.010 0.008 -0.054
H -0.165939 6.351307 0.643274 -0.080 -0.020 0.065
H -1.313438 7.674024 0.773230 0.008 0.051 0.041
H -0.732144 6.893495 2.951297 0.024 -0.011 0.006
H -0.060391 8.502849 2.830089 0.156 0.052 -0.074
H 2.132536 8.816666 2.886535 -0.051 0.003 -0.082
H 2.868188 7.670298 1.724241 0.019 0.190 -0.022
H 3.126911 7.463244 3.450755 -0.059 -0.024 0.035

***

# 3
9
Properties=species:S:1:pos:R:3:forces:R:3 method="wB97M-V/def2-TZVPD" homo_lumo_gap_ev=8.61 largest_force_ha_per_bohr=0.0361 smiles="O/N=C/SC=S" energy_ev=-27327.9813 e_above_lowest_kj_mol=269.7 homo_ev=-9.1
O -2.875467 1.505154 1.369167 0.419 0.379 0.535
N -2.396733 0.783392 0.302940 0.184 -0.901 -0.783
C -1.161444 0.561871 0.448229 1.082 0.853 1.245
S -0.127070 -0.303950 -0.712727 -0.802 0.220 -0.282
C 1.364790 -0.516218 0.132212 -0.425 0.281 0.123
S 2.732532 -0.950625 -0.555848 0.580 -0.331 -0.571
H -3.814508 1.575013 1.223959 -0.503 -0.016 -0.262
H -0.664665 1.056240 1.328408 -0.182 -0.744 -0.743
H 1.352594 -0.356952 1.188276 -0.353 0.260 0.740

***

# 4
13
Properties=species:S:1:pos:R:3:forces:R:3 method="wB97M-V/def2-TZVPD" homo_lumo_gap_ev=9.21 largest_force_ha_per_bohr=0.1020 total_charge=+1 energy_ev=-8138.9548 e_above_lowest_kj_mol=317.6 homo_ev=-13.9
C -0.359366 0.207946 -0.045916 5.230 0.181 0.373
C -0.681617 -1.101074 -0.078206 -1.568 -1.023 0.881
N -1.142690 1.206602 -0.101757 -3.813 1.792 -1.220
N -1.875292 2.018766 -0.338973 0.841 -0.241 0.710
N -1.931916 -1.491658 0.126503 -0.144 0.537 0.021
N 2.342765 0.892977 -0.005511 0.309 -1.089 0.525
H 0.826392 0.625925 0.030796 -1.239 -1.385 -0.024
H 2.252827 1.833160 0.395960 0.584 -0.214 -1.315
H 0.048005 -1.911307 -0.140706 0.045 0.532 -0.299
H -2.263630 -2.416590 0.086984 0.130 -1.330 -0.161
H 2.973375 0.350650 0.622712 -0.678 0.498 -1.061
H -2.632296 -0.863058 0.473089 -0.118 0.426 -0.136
H 2.443449 0.647657 -1.024979 0.418 1.315 1.706